Computed, not measured: a 9-piece molecular cluster, C41H59N9O3P overall in a non-equilibrium geometry, with the ωB97M-V functional and the def2-TZVPD basis.

Summary:
⟨S²⟩ = 0.75
M = 756.96 g/mol
LUMO (spin up / spin down) = 0.08 / -0.61 eV
HOMO-LUMO gap (spin up / spin down) = 0.3045 / 0.2792 hartree
Spin multiplicity = 2
Relative energy (zero: lowest compared OMol25 entry of this formula, charge and spin) = 0.0 kcal/mol
Total charge = 0

Each line ends with the Mulliken spin population.
Element x y z (Å)
H  -0.373  1.453  -3.385  0.010
H  3.794  3.211  4.653  0.000
H  -0.120  -3.561  -3.349  0.000
H  -9.074  1.749  -2.771  0.000
C  1.814  2.991  5.336  0.000
H  -1.843  -1.155  -4.790  0.001
H  -1.979  5.451  10.944  0.000
H  -5.631  -3.413  -5.153  0.000
N  2.349  0.718  -3.534  0.401
C  3.922  -0.895  -2.545  0.005
H  0.205  3.173  6.797  0.000
H  5.747  -4.817  2.056  0.000
N  6.518  2.318  7.759  0.000
H  2.033  1.692  -6.659  -0.001
C  0.525  -1.178  -4.338  0.006
H  -3.400  -1.750  0.703  0.000
H  -3.327  -2.063  -3.474  0.000
C  0.182  2.532  2.125  0.000
H  4.913  -1.168  -2.912  0.001
C  2.977  -0.612  -3.742  0.023
C  -7.148  1.932  -3.900  0.000
O  -1.863  -2.067  -5.095  0.000
H  -8.512  -6.403  -5.663  0.000
H  1.405  2.528  4.455  0.000
C  0.521  0.524  1.176  0.001
H  -4.537  4.812  10.336  0.000
C  3.406  3.916  6.608  0.000
C  5.091  -4.937  1.212  0.000
C  7.636  2.584  7.017  0.000
H  1.380  3.596  0.572  0.000
H  1.804  3.084  -5.619  0.001
N  5.405  -4.401  -0.007  0.000
C  2.249  3.918  7.341  0.000
H  4.394  4.275  6.845  0.000
H  1.692  -2.083  -2.786  0.004
C  -0.095  1.143  2.234  0.000
H  -5.523  -0.459  -2.567  0.000
H  -0.678  0.655  2.997  0.000
H  3.245  2.088  -5.439  -0.005
H  -5.108  -4.366  -7.402  0.000
H  6.232  -3.872  -0.209  0.000
C  6.877  1.734  8.941  0.000
C  4.417  -4.695  -0.907  0.000
H  7.563  3.044  6.046  0.000
H  3.572  -1.726  -1.938  0.001
C  -6.842  -5.705  -6.984  0.000
H  0.712  2.871  -3.429  0.000
N  -6.198  0.233  -2.847  0.000
C  -8.072  1.402  -2.960  0.000
C  8.725  2.167  7.735  0.000
C  -6.001  1.189  -3.804  0.000
N  3.131  3.347  5.393  0.000
H  3.258  -0.583  -5.931  0.001
H  -0.274  2.437  -4.832  -0.001
H  -7.587  -4.478  -4.002  0.000
H  -5.475  -3.184  -2.817  0.000
C  -4.791  -2.751  -2.106  0.000
N  -3.634  -2.147  -2.519  0.000
C  0.310  2.040  -3.999  -0.005
H  9.752  2.241  7.420  0.000
H  5.575  2.519  7.478  0.000
H  -6.913  -6.331  -7.858  0.000
C  -3.676  -1.987  -0.310  0.000
C  1.238  3.331  6.531  0.000
P  -0.270  -2.536  -5.305  0.003
H  -1.964  4.353  6.885  0.000
C  3.460  -5.427  -0.256  0.000
H  6.135  1.446  9.666  0.000
H  -4.528  4.100  7.714  0.000
C  1.418  1.184  -4.618  0.002
H  -0.149  3.313  2.789  0.000
C  3.840  -0.621  -5.014  -0.002
H  1.330  -0.376  -6.180  0.000
C  -7.233  -4.778  -4.974  0.000
C  -4.847  -2.669  -0.740  0.000
H  2.143  4.297  8.343  0.000
H  2.555  -5.811  -0.695  0.000
C  -2.950  -1.679  -1.430  0.000
H  3.374  -6.103  1.878  0.000
H  -7.307  2.762  -4.568  0.000
O  -0.163  -3.799  -4.279  0.000
C  -2.402  5.118  10.013  0.000
C  -7.455  0.356  -2.327  0.000
H  4.051  -0.019  -1.917  -0.002
H  0.562  -0.513  0.890  0.000
C  -7.678  -5.744  -5.835  0.000
C  0.761  -0.024  -5.322  0.018
C  -5.915  -4.718  -6.783  0.000
H  -7.800  -0.308  -1.553  0.000
N  1.154  1.482  0.436  0.000
H  2.245  -2.518  -4.397  0.001
H  -0.192  0.343  -5.714  0.001
C  8.243  1.627  8.958  0.000
C  -3.688  4.788  9.675  0.000
H  -0.115  -0.802  -3.533  -0.013
N  -6.159  -4.162  -5.557  0.000
H  -2.009  -1.164  -1.541  0.001
C  2.178  2.062  -5.645  0.011
H  1.682  1.306  -0.403  0.002
C  0.957  2.706  1.007  -0.001
C  3.889  -5.580  1.090  0.000
H  -5.066  1.261  -4.333  0.000
C  -3.683  4.416  8.302  0.000
C  1.871  -1.690  -3.787  0.019
H  4.476  0.266  -5.011  -0.004
N  -1.623  4.958  8.900  0.000
H  4.458  -1.513  -5.022  -0.001
H  -0.636  5.127  8.854  0.000
H  4.480  -4.363  -1.930  0.000
H  -5.637  -3.053  -0.118  0.000
C  -2.395  4.532  7.855  0.000
H  8.830  1.209  9.758  0.000
O  1.874  0.845  -2.352  0.519

Computed, not measured: C41H60AsN3ReSSeSi4 as an isolated structure in a non-equilibrium geometry, with the ωB97M-V functional and the def2-TZVPD basis.

Summary:
⟨S²⟩ = 3.81
M = 1079.45 g/mol
LUMO (spin up / spin down) = 0.12 / -1.07 eV
HOMO-LUMO gap (spin up / spin down) = 0.2115 / 0.2025 hartree
Spin multiplicity = 4
Relative energy (zero: lowest compared OMol25 entry of this formula, charge and spin) = 41.8 kcal/mol
Total charge = 0

Each line ends with the Mulliken spin population.
Element x y z (Å)
C  1.983  -3.428  0.952  -0.005
H  -2.730  -1.923  -4.787  -0.002
Re  0.453  0.395  -0.174  1.223
C  -6.538  -2.561  0.262  0.006
C  -0.321  3.794  -0.500  -0.035
H  1.931  -4.291  1.654  0.000
H  1.509  3.440  5.255  0.000
C  -3.217  1.281  -0.336  0.069
H  1.497  -2.375  -2.104  -0.007
H  -6.529  0.642  -0.521  0.000
C  0.372  2.571  3.724  -0.007
H  2.578  -2.199  3.996  0.001
H  5.077  2.572  -1.407  -0.001
C  -2.654  -4.452  -0.380  0.165
C  0.576  2.964  5.167  0.002
H  4.768  -3.504  2.547  -0.001
H  2.243  1.707  3.816  0.001
C  -5.135  -2.503  2.255  0.010
H  4.455  0.989  3.178  0.000
C  -4.018  -2.297  1.478  0.071
Se  -0.770  -0.377  1.570  0.335
C  -1.187  -3.126  -1.765  0.009
H  -1.002  2.655  -4.101  -0.002
Si  3.378  -0.844  -2.191  -0.099
H  6.361  0.190  -0.621  -0.001
H  -0.563  -6.440  -2.163  0.012
C  5.152  -1.320  -2.582  0.002
H  5.492  -2.068  -1.917  0.000
C  4.669  -2.467  2.096  0.008
H  -3.008  -2.151  1.911  -0.025
H  -0.254  1.374  6.338  0.000
C  3.170  0.779  -3.166  -0.012
C  -4.133  -2.209  0.105  -0.086
H  7.097  1.070  0.651  0.000
H  5.178  -1.801  2.869  0.002
H  2.438  -3.764  0.035  0.004
N  0.603  1.880  6.163  0.000
H  -4.271  2.084  2.755  0.001
C  -4.445  0.925  -0.919  -0.003
H  -2.171  1.960  1.403  -0.020
C  -0.606  -4.246  -2.282  -0.123
C  -2.462  4.139  -1.627  -0.005
H  5.838  -0.489  -2.431  0.000
H  0.678  5.562  0.026  0.002
C  -2.303  -3.189  -0.961  -0.037
C  -1.042  -5.522  -1.819  0.225
C  4.565  1.854  2.501  0.004
C  2.236  -2.178  -2.822  0.037
H  2.859  0.730  -4.231  0.001
C  -2.185  -0.443  -3.295  -0.048
H  1.157  0.581  3.435  0.005
C  -5.589  0.905  -0.100  0.004
Si  2.869  -0.190  0.038  0.308
H  0.258  -4.193  -2.977  0.002
H  -3.345  -4.417  0.445  0.013
H  -1.218  7.073  -0.593  0.000
C  4.679  2.890  -0.447  0.002
C  -0.242  5.141  -0.330  0.007
C  -1.298  1.623  -4.213  -0.015
H  -2.324  -6.545  -0.388  -0.001
H  1.740  -1.959  -3.800  -0.001
H  0.514  3.387  3.047  0.000
H  5.280  -2.493  1.217  0.000
H  5.397  2.505  2.864  0.000
As  -1.529  1.397  -1.285  0.066
H  -4.594  0.672  -1.956  0.003
C  -2.267  -0.960  -4.619  -0.001
H  -0.173  3.714  5.353  0.000
C  -1.765  -0.218  -5.685  0.002
H  -7.220  -2.926  2.289  0.000
C  -5.485  1.175  1.255  -0.006
H  2.723  -0.486  3.600  -0.005
H  4.223  1.149  -3.147  0.002
C  6.187  0.484  0.424  0.006
H  -0.817  -2.140  -1.988  0.218
H  5.439  3.630  -0.096  0.000
H  6.150  -0.437  0.999  0.000
N  1.350  1.554  3.291  -0.006
N  -2.966  -1.997  -0.660  0.650
H  -7.552  -2.720  -0.189  0.002
H  3.766  3.400  -0.669  0.001
H  -6.370  1.211  1.840  0.000
H  0.936  -3.264  0.620  0.018
H  2.827  -3.088  -2.961  0.004
H  3.711  2.507  2.572  0.001
H  -3.180  6.203  -1.580  0.001
C  -6.386  -2.707  1.661  0.000
C  -5.378  -2.280  -0.508  0.003
H  -1.800  -0.645  -6.690  0.000
H  -3.269  3.703  -2.227  -0.001
C  2.192  -1.445  3.291  0.009
Si  2.906  -1.968  1.630  -0.001
H  2.525  1.496  -2.591  0.022
H  1.097  -1.360  3.373  -0.001
C  -3.151  1.618  0.995  0.010
C  -2.055  -5.577  -0.843  -0.087
S  1.029  2.621  -0.056  0.087
H  1.527  1.637  2.264  0.019
Si  4.620  1.399  0.665  0.020
H  5.192  -1.582  -3.676  0.000
H  -2.467  -1.036  -2.458  -0.005
C  -1.276  5.989  -0.695  -0.006
H  0.945  2.313  7.001  0.000
H  -0.828  1.617  -6.329  0.000
C  -1.432  3.330  -1.198  0.025
C  -4.288  1.613  1.782  -0.010
C  -2.433  5.518  -1.258  0.009
H  -5.472  -2.294  -1.573  0.000
C  -1.728  0.843  -3.145  -0.044
H  -0.612  2.177  3.548  0.001
H  -5.114  -2.575  3.313  0.000
C  -1.229  1.032  -5.489  0.000